(1)
DFT (ωB97M-V/def2-TZVPD) results for a structure of composition C31H28BeBrF6NP3 at a distorted geometry.

Values from the calculation:
* HOMO level (alpha / beta): -11.396 / -13.886 eV
* F_max: 3.32 eV Å⁻¹
* ⟨S²⟩: 0.756
* energy relative to the best compared isomer or geometry (same formula, charge and spin): 59.5 kcal per mole
* 2S+1: 2
* total charge: +2
* E_tot: -148696.7985 eV

XYZ file:
```
71
C31H28BeBrF6NP3, DFT ωB97M-V/def2-TZVPD
Be 15.07227 11.96494 9.69036
C 11.44147 11.54347 5.42928
C 10.53212 10.37591 5.72225
P 10.33138 10.46802 7.60938
C 10.90644 8.85018 8.13378
C 12.10726 8.84777 8.93710
C 12.61469 7.62231 9.32252
C 11.93586 6.43119 8.95590
C 10.72435 6.49317 8.26300
C 10.16875 7.71832 7.86335
C 8.63853 10.80794 8.18739
C 8.36987 10.89457 9.58888
C 7.09902 10.98545 10.08992
C 5.99127 10.72606 9.24689
C 6.28234 10.40826 7.92095
C 7.52884 10.49027 7.32983
P 11.55639 12.37753 7.10683
C 13.33720 12.90504 7.23546
C 14.03297 13.47835 6.16008
C 15.09608 14.35176 6.40686
C 15.56007 14.61807 7.68065
C 14.81725 14.14055 8.78931
C 13.80184 13.20051 8.58708
C 10.49332 13.79808 7.11281
C 9.57528 13.89984 8.13779
C 8.53180 14.81970 8.00341
C 8.45006 15.61499 6.85601
C 9.43335 15.55423 5.88589
C 10.51885 14.72878 6.04786
H 10.98732 12.25201 4.68387
H 12.48765 11.34072 5.13524
H 10.96239 9.35203 5.50792
H 9.56517 10.42063 5.26147
H 12.71694 9.74920 9.14089
H 13.60485 7.48177 9.75722
H 12.42391 5.43289 9.07623
H 10.25770 5.58323 7.88681
H 9.25848 7.78481 7.28233
H 9.19947 10.81513 10.28935
H 6.97705 11.29579 11.08784
H 4.96184 10.76542 9.62835
H 5.47812 10.02752 7.34717
H 7.70133 10.40004 6.29810
H 13.80397 13.13435 5.13238
H 15.60903 14.81198 5.58560
H 16.56138 15.08252 7.78238
H 15.06666 14.49860 9.78851
H 13.00748 13.13035 9.32594
H 9.63463 13.20046 8.99134
H 7.79546 14.91536 8.78522
H 7.67754 16.33060 6.80607
H 9.36611 16.13387 5.01115
H 11.37118 14.57947 5.34651
Br 16.72421 13.09182 12.31238
C 17.58889 12.42095 10.71534
C 18.98171 12.55536 10.57320
C 19.50623 12.28909 9.31133
C 18.67049 11.85959 8.29127
C 17.32782 11.63165 8.50691
N 16.78148 12.08358 9.70083
H 19.60329 12.98611 11.36266
H 20.59738 12.45666 9.15345
H 19.05539 11.77842 7.26935
H 16.58114 11.32080 7.77820
F 14.22012 10.87505 10.16898
P 12.22843 11.10296 13.31955
F 12.58167 9.64775 13.87817
F 11.67035 11.56483 14.74652
F 11.33276 10.44711 12.22501
F 13.66677 11.26284 12.79955
F 11.85460 12.61376 12.79564
```

Löwdin population analysis, charges in e, atoms 1 to 6: number 1, Be, carries 0.32; number 2, C, carries -0.32; number 3, C, carries -0.30; number 4, P, carries 1.01; number 5, C, carries -0.37; number 6, C, carries -0.08

(2)
DFT (ωB97M-V/def2-TZVPD) results for a structure of composition C31H28BrN4O5Rh at a distorted geometry.

Values from the calculation:
* HOMO level: -7.522 eV
* F_max: 1.05 eV Å⁻¹
* energy relative to the best compared isomer or geometry (same formula, charge and spin): 0.0 kcal per mole
* 2S+1: 1
* E_tot: -121852.5540 eV

XYZ file:
```
70
C31H28BrN4O5Rh, DFT ωB97M-V/def2-TZVPD
Rh 0.66266 0.87269 0.32348
O -1.87991 1.60608 3.40184
C -1.06504 1.17912 2.60256
O -0.59796 1.81480 1.58920
C -0.55135 -0.24935 2.79883
C -1.16128 -1.06184 3.78136
C -0.80298 -2.37138 3.85997
C 0.18311 -2.88166 2.98001
C 0.59901 -4.23536 2.99234
C 1.57693 -4.66583 2.14425
C 2.18195 -3.76214 1.24046
C 1.79248 -2.45492 1.19826
C 0.77804 -1.98920 2.06676
N 0.38632 -0.68158 1.99636
H -1.90059 -0.60656 4.42408
H -1.26009 -3.03541 4.58444
H 0.12466 -4.91975 3.68535
H 1.89476 -5.69993 2.16065
H 2.95698 -4.11192 0.57097
H 2.22637 -1.76283 0.49075
Br 1.71752 2.50692 3.41230
C 2.94027 1.86810 2.14813
C 4.28523 2.03149 2.45535
C 5.23967 1.64559 1.53869
C 4.82378 1.07278 0.35079
C 3.47642 0.91035 0.12598
N 2.52496 1.31923 0.99950
C 3.00912 0.14630 -1.10282
O 3.82902 -0.25067 -1.90383
O 1.74352 -0.07411 -1.10828
H 4.55273 2.46838 3.40512
H 6.29085 1.78362 1.75444
H 5.50323 0.72670 -0.41447
C -1.56433 2.64696 -4.50215
C -1.24434 1.39537 -3.93242
C -0.53043 1.32528 -2.77101
C -0.10500 2.49837 -2.09259
C 0.60097 2.47168 -0.84905
C 1.11036 3.64202 -0.35051
C 0.90330 4.87839 -1.00438
C 0.16232 4.93608 -2.14398
C -0.35783 3.74949 -2.71419
C -1.11433 3.79086 -3.91358
H -2.14196 2.69344 -5.41667
H -1.55452 0.48536 -4.43243
H -0.24739 0.36696 -2.36811
H 1.62908 3.65446 0.59844
H 1.31641 5.78261 -0.57420
H -0.03100 5.88224 -2.63536
H -1.31742 4.75670 -4.36156
C -3.52575 0.32576 0.51435
N -3.24574 -0.91172 -0.20203
C -4.01366 -2.05117 0.27934
C -1.96383 -1.08971 -0.65865
O -1.04196 -0.35207 -0.29407
N -1.75893 -2.08633 -1.56011
C -2.80320 -2.58738 -2.43385
C -0.40219 -2.45336 -1.93410
H -3.26710 0.25269 1.57346
H -4.59287 0.53330 0.43398
H -2.96807 1.14932 0.07701
H -3.96522 -2.09660 1.37289
H -3.61977 -2.98288 -0.11436
H -5.06067 -1.95861 -0.01423
H -3.71222 -2.00608 -2.31016
H -3.02190 -3.64169 -2.24392
H -2.47005 -2.49351 -3.46996
H 0.30988 -1.99424 -1.25893
H -0.17546 -2.10995 -2.94680
H -0.29560 -3.53971 -1.89894
```

natural (NBO) population analysis, charges in e, atoms 1 to 6: number 1, Rh, carries 1.08; number 2, O, carries -0.64; number 3, C, carries 0.75; number 4, O, carries -0.68; number 5, C, carries 0.14; number 6, C, carries -0.23

(3)
DFT (ωB97M-V/def2-TZVPD) results for a cluster of 2 separate species, C31H28N in total at a distorted geometry.

Values from the calculation:
* HOMO level: -10.207 eV
* F_max: 1.54 eV Å⁻¹
* energy relative to the best compared isomer or geometry (same formula, charge and spin): 18.3 kcal per mole
* 2S+1: 1
* total charge: +1
* E_tot: -34085.0641 eV

XYZ file:
```
60
C31H28N, DFT ωB97M-V/def2-TZVPD
C 4.00189 -3.52756 0.92661
C 3.61151 -2.45025 0.15400
C 2.30634 -2.00320 0.20004
C 1.37770 -2.61027 1.04216
N 0.09013 -2.05352 1.18572
C -1.02740 -2.66710 1.24760
C -2.27066 -1.88555 1.55220
C -3.39218 -2.21019 0.54996
C -3.65727 -3.72332 0.52896
C -2.38395 -4.50723 0.16299
C -1.19353 -4.14975 1.08432
C 1.79651 -3.67768 1.82656
C 3.09004 -4.14595 1.75743
H 5.02396 -3.86854 0.90374
H 4.33496 -1.94786 -0.47064
H 1.99884 -1.15463 -0.38856
H -2.59473 -2.13226 2.56820
H -2.04470 -0.81306 1.56273
H -4.31064 -1.65112 0.77673
H -3.09315 -1.88121 -0.45249
H -4.00492 -4.04094 1.51855
H -4.47832 -3.96740 -0.15674
H -2.58075 -5.58734 0.19215
H -2.11739 -4.29902 -0.87951
H -0.26910 -4.58466 0.68822
H -1.33393 -4.59451 2.07488
H 1.09854 -4.12221 2.51282
H 3.39274 -4.97958 2.37059
C 0.45001 2.59039 -0.75522
C 1.88799 2.38560 -0.79044
C 2.58801 1.95884 0.34947
C 3.95908 1.85489 0.33837
C 4.67403 2.14766 -0.80756
C 4.00524 2.53850 -1.95204
C 2.63796 2.67244 -1.94355
C -0.46619 2.45149 -1.85636
C -1.75905 2.85130 -1.43917
C -2.82408 2.84102 -2.33153
C -2.59727 2.45076 -3.63642
C -1.32999 2.03893 -4.04549
C -0.26720 2.01488 -3.17004
C -1.66396 3.25853 -0.04953
C -0.31662 3.09496 0.35495
C 0.07609 3.52517 1.62847
C -0.86974 4.06575 2.47198
C -2.19779 4.20769 2.07371
C -2.60263 3.81089 0.81477
H 2.02983 1.67144 1.22381
H 4.47827 1.53638 1.22531
H 5.74834 2.06411 -0.81171
H 4.55868 2.74091 -2.85314
H 2.13226 3.05097 -2.81454
H -3.80734 3.11713 -1.99022
H -3.41325 2.45491 -4.34120
H -1.17479 1.74059 -5.06832
H 0.69525 1.64006 -3.47210
H 1.11048 3.47970 1.91801
H -0.57216 4.40740 3.44949
H -2.91659 4.64623 2.74893
H -3.62340 3.92640 0.49206
```

natural (NBO) population analysis, charges in e, atoms 1 to 6: number 1, C, carries -0.23; number 2, C, carries -0.20; number 3, C, carries -0.26; number 4, C, carries 0.21; number 5, N, carries -0.49; number 6, C, carries 0.36